No. 1
The following is a quantum chemistry calculation of a molecular structure, C19H22CdF9N4O3S2, from OMol25.

The calculation puts the HOMO-LUMO gap at 0.0602 hartree. The multiplicity is 1. The total energy comes out at -82838.3121 eV. As for the net charge: +1.

Each line ends with the Löwdin charge.
Cartesian coordinates (Å):
C1 5.41184 0.33727 1.67030  -0.07
C2 3.94882 0.91459 1.77253  -0.20
N1 2.97490 0.17554 0.93502  -0.05
C3 1.88382 1.03185 0.43822  -0.18
C4 0.81296 1.41567 1.51980  -0.05
C5 -0.61183 1.78371 0.90753  -0.17
C6 -0.16262 3.17019 0.28490  -0.54
O1 0.47362 3.32051 -0.75411  0.19
O2 -0.28722 4.28410 0.91580  0.17
N2 -1.13132 0.84135 -0.06186  0.04
C7 -1.86289 1.48097 -1.17107  -0.10
C8 -2.83408 0.69027 -2.08221  -0.20
C9 -2.14433 0.05852 -3.37440  -0.46
S1 -3.11348 -1.30498 -4.11946  0.89
C10 -3.74048 -2.35708 -2.79995  -1.02
S2 -5.36777 -2.49149 -2.63568  0.80
N3 -2.90362 -3.10991 -1.90226  -0.12
C11 -1.62489 -3.56707 -2.06270  -0.03
C12 -1.33141 -4.19389 -0.80291  -0.26
N4 -2.41163 -4.15270 0.06476  0.08
C13 -3.34626 -3.49736 -0.62723  -0.14
C14 -1.28196 -0.50747 0.17000  -0.36
F1 -0.88248 -1.20838 -1.00432  0.05
F2 -2.62628 -0.92327 0.34280  0.06
C15 -0.58380 -1.35620 1.26952  -0.24
F3 0.76114 -1.60123 1.05017  0.07
F4 -0.86534 -1.03676 2.56719  0.09
C16 -1.67645 2.14683 2.03326  -0.28
F5 -2.56350 1.10116 2.26277  0.11
F6 -2.56760 3.11514 1.62314  0.12
C17 -1.13981 2.45100 3.47407  -0.48
F7 -0.68341 1.35023 4.12885  0.15
F8 -2.24965 2.82026 4.19753  0.14
F9 -0.27172 3.45639 3.61483  0.18
C18 3.61113 -0.37379 -0.28376  -0.46
C19 3.92619 0.47166 -1.55024  0.01
O3 3.89736 -1.53516 -0.28863  0.12
H1 5.92589 0.65199 0.73052  0.08
H2 5.40595 -0.78194 1.66465  0.08
H3 6.01960 0.61500 2.56513  0.09
H4 3.93348 2.02366 1.64328  0.13
H5 3.65074 0.72495 2.83938  0.13
H6 2.36424 2.00106 0.11041  0.13
H7 1.38919 0.62791 -0.47631  0.13
H8 1.22811 2.32525 2.02852  0.14
H9 0.78602 0.63346 2.30470  0.12
H10 -1.09222 1.85183 -1.90344  0.14
H11 -2.46617 2.33322 -0.76564  0.15
H12 -3.52920 1.44942 -2.53026  0.13
H13 -3.51354 -0.05149 -1.62013  0.09
H14 -2.12195 0.86650 -4.15051  0.09
H15 -1.07171 -0.19266 -3.19707  0.07
H16 -1.01870 -3.39964 -2.96672  0.14
H17 -0.35503 -4.66198 -0.53876  -0.15
H18 -4.33536 -3.32227 -0.17576  0.13
H19 -1.01739 -2.38410 1.15508  0.15
H20 4.13627 -0.26157 -2.36751  0.10
H21 4.83088 1.11288 -1.46551  0.09
H22 3.09158 1.10950 -1.91316  0.08
Cd1 0.32335 -6.47138 -0.69314  0.92



No. 2
The following is a quantum chemistry calculation of a molecular structure, C19H22F8NO4SbSn, from OMol25.

The calculation puts the HOMO-LUMO gap (alpha / beta) at 0.2637 / 0.1824 hartree. The multiplicity is 2. The total energy comes out at -63821.6570 eV. As for the net charge: +3.

Each line ends with the Löwdin charge.
Cartesian coordinates (Å):
Sn1 -0.52296 -0.57166 -0.62370  1.54
C1 -1.35503 -3.74810 0.47217  -0.14
C2 -2.54329 -3.06184 -0.15824  -0.11
O1 -2.13479 -2.16283 -1.20920  -0.30
C3 -1.92995 -2.69721 -2.53467  -0.11
C4 -0.48989 -3.14130 -2.70818  -0.11
O2 0.34187 -2.23483 -1.95296  -0.30
C5 1.73393 -2.60970 -1.98706  -0.11
C6 2.50661 -1.62786 -1.12642  -0.12
O3 1.72876 -1.23345 0.02184  -0.29
C7 1.81502 -2.03908 1.20980  -0.13
C8 0.87360 -3.22165 1.16861  -0.14
O4 -0.41488 -2.71951 0.80461  -0.26
H1 -0.88942 -4.46649 -0.20747  0.13
H2 -1.66627 -4.28347 1.37221  0.16
H3 -3.05229 -2.43971 0.57788  0.14
H4 -3.26335 -3.77864 -0.55209  0.15
H5 -2.16047 -1.87956 -3.20990  0.13
H6 -2.62854 -3.51124 -2.72422  0.16
H7 -0.21270 -3.10014 -3.76245  0.15
H8 -0.30668 -4.15169 -2.33739  0.14
H9 2.09968 -2.57507 -3.01455  0.16
H10 1.80900 -3.63721 -1.62578  0.14
H11 2.68514 -0.71038 -1.67629  0.12
H12 3.46537 -2.04181 -0.81455  0.15
H13 1.53433 -1.37870 2.03105  0.14
H14 2.84612 -2.35792 1.36513  0.15
H15 0.83094 -3.69325 2.15358  0.16
H16 1.19505 -3.97670 0.44687  0.13
F1 -2.69345 0.76793 4.20420  0.23
C9 -1.87441 1.70795 3.86840  -0.15
C10 -1.35260 1.64573 2.53500  0.13
C11 -0.52601 2.68027 2.31545  -0.03
C12 -0.20377 3.72808 3.26068  0.11
C13 -0.73694 3.72610 4.55235  -0.16
F2 -0.45973 4.66169 5.40252  0.22
C14 -1.58912 2.68163 4.85314  0.19
C15 0.56640 4.38941 2.22708  -0.02
C16 1.27401 5.49661 1.84282  0.13
C17 1.65712 5.52281 0.48822  0.08
C18 1.31690 4.49524 -0.38657  0.09
C19 0.59132 3.37336 0.04726  0.08
N1 0.28349 3.35377 1.32854  0.11
H17 -1.66764 0.84634 1.87534  0.10
H18 -2.06046 2.60260 5.82688  0.18
H19 1.49511 6.30189 2.53098  0.16
H20 2.21093 6.37433 0.11165  0.15
H21 1.59458 4.53849 -1.43209  0.15
H22 0.30496 2.56659 -0.61251  0.10
F3 -1.38157 0.18717 -2.60474  -0.42
Sb1 -0.00232 1.15814 -3.65358  1.47
F4 -1.17060 1.48410 -5.02979  -0.27
F5 -0.49787 2.65016 -2.60311  -0.34
F6 1.56590 1.98647 -4.17272  -0.29
F7 0.93308 0.65272 -1.92768  -0.45
F8 0.52780 -0.52857 -4.24637  -0.29



Which of these has the highest multiplicity?
C19H22F8NO4SbSn